ORCA calculation (ωB97M-V/def2-TZVPD) on a cluster of 8 separate species, C57H125N5O11 in total.

For the energy above the lowest of the compared OMol25 structures with the same formula, charge and spin, the calculation gives 467.0 kJ/mol. Its largest force on an atom is 5.3 eV/A. The total energy comes out at -3347.6934 hartree. The HOMO-LUMO gap is 8.0705 eV. The value obtained for the LUMO energy is 0.108 eV. The structure (SMILES) is CC1(C)CCCC(C)(C)N1O.CC1(C)CCCC(C)(C)N1O.CC1(C)CCCC(C)(C)N1O.CC1(C)CCCC(C)(C)N1O.CC1(C)CCCC(C)(C)N1O.COCCOC.COCCOC.COCCOC.

CARTESIAN COORDINATES (ANGSTROEM)
C1 3.17 6.18 2.79
O1 2.64 6.96 1.75
C2 3.27 6.76 0.48
C3 2.38 7.42 -0.54
O2 3.04 7.43 -1.80
C4 2.27 8.03 -2.81
H1 3.14 5.10 2.66
H2 2.54 6.25 3.68
H3 4.19 6.53 2.92
H4 3.27 5.70 0.23
H5 4.30 7.12 0.42
H6 2.22 8.45 -0.22
H7 1.37 7.01 -0.61
H8 2.86 8.03 -3.72
H9 2.16 9.09 -2.58
H10 1.29 7.58 -2.95
C5 -5.31 2.45 2.73
O3 -6.50 3.12 2.37
C6 -6.31 4.38 1.56
C7 -5.91 4.02 0.07
O4 -4.51 4.18 -0.07
C8 -4.05 4.21 -1.42
H11 -4.96 2.58 3.75
H12 -4.56 2.87 2.06
H13 -5.34 1.37 2.58
H14 -5.60 4.98 2.11
H15 -7.23 4.97 1.57
H16 -6.38 4.74 -0.61
H17 -6.21 3.03 -0.25
H18 -4.65 4.94 -1.97
H19 -4.16 3.22 -1.86
H20 -3.00 4.51 -1.37
C9 0.52 -0.41 1.74
O5 -0.72 -0.78 1.15
C10 -0.93 -0.18 -0.12
C11 -0.08 -0.84 -1.13
O6 -0.42 -2.20 -1.36
C12 0.65 -3.01 -1.85
H21 0.57 -0.65 2.81
H22 0.72 0.65 1.60
H23 1.32 -1.00 1.31
H24 -0.54 0.83 -0.10
H25 -2.00 -0.14 -0.34
H26 0.99 -0.73 -0.99
H27 -0.25 -0.27 -2.05
H28 0.92 -2.69 -2.86
H29 0.32 -4.05 -1.90
H30 1.52 -2.97 -1.21
C13 7.20 -0.31 2.65
C14 8.12 0.01 1.41
C15 9.54 -0.48 1.81
C16 9.78 -2.02 1.75
C17 9.42 -2.54 0.32
C18 7.95 -2.15 -0.11
N1 7.72 -0.68 0.10
O7 6.42 -0.33 -0.29
C19 7.92 -2.45 -1.66
C20 6.95 -3.14 0.57
C21 8.19 1.51 1.13
H31 7.63 0.11 3.56
H32 7.06 -1.37 2.89
H33 6.27 0.25 2.52
H34 10.29 -0.04 1.15
H35 9.70 -0.17 2.84
H36 9.14 -2.48 2.51
H37 10.84 -2.19 1.95
H38 9.35 -3.62 0.46
H39 10.21 -2.15 -0.32
H40 6.95 -2.51 -2.17
H41 8.52 -1.68 -2.14
H42 8.46 -3.38 -1.85
H43 5.94 -2.73 0.49
H44 6.96 -4.13 0.14
H45 7.19 -3.21 1.64
H46 8.27 2.06 2.06
H47 7.31 2.00 0.72
H48 9.09 1.75 0.57
H49 6.69 0.13 -1.09
C22 -3.52 -7.78 0.60
C23 -4.88 -7.57 -0.03
C24 -4.56 -7.31 -1.50
C25 -5.73 -7.59 -2.42
C26 -6.03 -9.13 -2.39
C27 -6.54 -9.47 -0.91
N2 -5.62 -8.87 0.09
O8 -6.06 -9.05 1.38
C28 -7.97 -8.88 -0.76
C29 -6.50 -11.03 -0.78
C30 -5.58 -6.35 0.57
H50 -3.11 -8.72 0.24
H51 -3.50 -7.97 1.67
H52 -2.86 -6.94 0.39
H53 -4.25 -6.27 -1.55
H54 -3.73 -7.94 -1.82
H55 -5.36 -7.53 -3.44
H56 -6.65 -7.00 -2.36
H57 -5.10 -9.69 -2.52
H58 -6.76 -9.33 -3.17
H59 -8.63 -9.35 -0.04
H60 -7.96 -7.81 -0.56
H61 -8.47 -8.90 -1.73
H62 -5.47 -11.38 -0.89
H63 -6.76 -11.30 0.24
H64 -7.20 -11.53 -1.44
H65 -5.75 -6.41 1.64
H66 -6.58 -6.25 0.14
H67 -5.06 -5.43 0.31
H68 -5.33 -9.52 1.80
C31 3.13 3.51 -6.04
C32 4.48 2.77 -6.33
C33 4.70 2.74 -7.84
C34 6.12 2.53 -8.34
C35 6.92 3.67 -7.74
C36 6.90 3.59 -6.15
N3 5.52 3.57 -5.63
O9 5.44 3.52 -4.30
C37 7.77 2.47 -5.65
C38 7.55 4.98 -5.79
C39 4.47 1.31 -5.73
H69 3.26 4.54 -6.37
H70 2.22 3.12 -6.50
H71 2.89 3.53 -4.98
H72 4.16 1.87 -8.20
H73 4.28 3.67 -8.23
H74 6.50 1.54 -8.08
H75 6.18 2.72 -9.41
H76 6.41 4.56 -8.11
H77 7.87 3.71 -8.25
H78 7.62 2.29 -4.59
H79 8.82 2.62 -5.91
H80 7.58 1.49 -6.09
H81 7.72 5.05 -4.72
H82 6.94 5.85 -6.03
H83 8.57 5.07 -6.17
H84 4.22 1.31 -4.66
H85 3.67 0.78 -6.25
H86 5.36 0.71 -5.91
H87 5.16 4.42 -4.15
C40 -9.59 3.27 -5.12
C41 -9.53 1.74 -5.28
C42 -8.09 1.37 -5.75
C43 -7.77 -0.17 -5.61
C44 -8.07 -0.55 -4.13
C45 -9.59 -0.31 -3.68
N4 -9.97 1.07 -4.03
O10 -11.30 1.39 -3.63
C46 -10.45 -1.39 -4.32
C47 -9.60 -0.51 -2.12
C48 -10.44 1.34 -6.48
H88 -9.10 3.84 -5.91
H89 -9.18 3.74 -4.23
H90 -10.59 3.70 -5.10
H91 -7.94 1.60 -6.80
H92 -7.42 1.96 -5.12
H93 -6.72 -0.32 -5.86
H94 -8.41 -0.81 -6.22
H95 -7.36 0.10 -3.62
H96 -7.75 -1.57 -3.91
H97 -10.21 -2.43 -4.09
H98 -11.48 -1.26 -4.01
H99 -10.42 -1.24 -5.40
H100 -9.26 -1.51 -1.86
H101 -8.99 0.27 -1.65
H102 -10.62 -0.35 -1.78
H103 -11.49 1.20 -6.21
H104 -10.10 0.42 -6.96
H105 -10.31 2.05 -7.30
H106 -11.29 2.18 -3.08
C49 3.33 3.28 10.27
C50 2.54 2.03 10.69
C51 1.53 1.80 9.52
C52 0.81 0.41 9.48
C53 1.88 -0.65 9.72
C54 2.86 -0.50 10.86
N5 3.41 0.87 10.90
O11 4.48 0.97 11.83
C55 2.08 -0.96 12.12
C56 4.06 -1.56 10.70
C57 1.72 2.36 11.89
H107 3.93 3.47 11.16
H108 2.81 4.22 10.14
H109 3.90 3.15 9.35
H110 0.76 2.58 9.48
H111 2.03 1.93 8.55
H112 0.29 0.22 8.54
H113 0.07 0.41 10.28
H114 2.37 -0.92 8.78
H115 1.40 -1.62 9.77
H116 1.07 -0.57 12.23
H117 2.18 -2.04 12.20
H118 2.64 -0.60 12.99
H119 3.71 -2.56 10.43
H120 4.75 -1.28 9.91
H121 4.64 -1.60 11.62
H122 1.09 1.57 12.31
H123 1.03 3.19 11.73
H124 2.43 2.74 12.63
H125 5.25 0.77 11.29

Results of the Löwdin charge analysis, in e, for atoms 1 through 99: atom 1 (C): -0.11, atom 2 (O): -0.19, atom 3 (C): -0.20, atom 4 (C): -0.21, atom 5 (O): -0.19, atom 6 (C): -0.13, atom 7 (H): 0.08, atom 8 (H): 0.09, atom 9 (H): 0.09, atom 10 (H): 0.12, atom 11 (H): 0.13, atom 12 (H): 0.12, atom 13 (H): 0.13, atom 14 (H): 0.09, atom 15 (H): 0.08, atom 16 (H): 0.09, atom 17 (C): -0.14, atom 18 (O): -0.21, atom 19 (C): -0.10, atom 20 (C): -0.19, atom 21 (O): -0.23, atom 22 (C): -0.10, atom 23 (H): 0.08, atom 24 (H): 0.07, atom 25 (H): 0.08, atom 26 (H): 0.12, atom 27 (H): 0.11, atom 28 (H): 0.11, atom 29 (H): 0.13, atom 30 (H): 0.08, atom 31 (H): 0.08, atom 32 (H): 0.09, atom 33 (C): -0.10, atom 34 (O): -0.17, atom 35 (C): -0.21, atom 36 (C): -0.24, atom 37 (O): -0.17, atom 38 (C): -0.10, atom 39 (H): 0.09, atom 40 (H): 0.09, atom 41 (H): 0.08, atom 42 (H): 0.12, atom 43 (H): 0.14, atom 44 (H): 0.12, atom 45 (H): 0.12, atom 46 (H): 0.08, atom 47 (H): 0.08, atom 48 (H): 0.08, atom 49 (C): -0.02, atom 50 (C): -0.46, atom 51 (C): -0.15, atom 52 (C): -0.16, atom 53 (C): -0.12, atom 54 (C): -0.46, atom 55 (N): -0.11, atom 56 (O): -0.02, atom 57 (C): -0.05, atom 58 (C): -0.03, atom 59 (C): -0.05, atom 60 (H): 0.07, atom 61 (H): 0.06, atom 62 (H): 0.08, atom 63 (H): 0.11, atom 64 (H): 0.11, atom 65 (H): 0.09, atom 66 (H): 0.10, atom 67 (H): 0.11, atom 68 (H): 0.12, atom 69 (H): 0.07, atom 70 (H): 0.08, atom 71 (H): 0.07, atom 72 (H): 0.08, atom 73 (H): 0.08, atom 74 (H): 0.06, atom 75 (H): 0.08, atom 76 (H): 0.08, atom 77 (H): 0.08, atom 78 (H): 0.10, atom 79 (C): -0.05, atom 80 (C): -0.52, atom 81 (C): -0.15, atom 82 (C): -0.17, atom 83 (C): -0.12, atom 84 (C): -0.46, atom 85 (N): -0.13, atom 86 (O): -0.01, atom 87 (C): -0.03, atom 88 (C): -0.04, atom 89 (C): -0.02, atom 90 (H): 0.09, atom 91 (H): 0.08, atom 92 (H): 0.09, atom 93 (H): 0.12, atom 94 (H): 0.12, atom 95 (H): 0.10, atom 96 (H): 0.11, atom 97 (H): 0.11, atom 98 (H): 0.11, atom 99 (H): 0.08

ORCA calculation (ωB97M-V/def2-TZVPD) on a cluster of 11 separate species, C57H140N10O11 in total.

Its largest force on an atom is 2.9 eV/A. The total energy comes out at -3630.6182 hartree. The HOMO-LUMO gap is 8.4917 eV. The value obtained for the LUMO energy is 0.538 eV. The structure (SMILES) is CC1(C)CCCC(C)(C)N1O.CC1(C)CCCC(C)(C)N1O.CC1(C)CCCC(C)(C)N1O.COC[C@H](C)N.COC[C@H](C)N.COC[C@H](C)N.COC[C@H](C)N.COC[C@H](C)N.COC[C@H](C)N.COC[C@H](C)N.CCO.

CARTESIAN COORDINATES (ANGSTROEM)
C1 6.11 1.41 -1.01
C2 6.71 2.79 -0.69
O1 5.65 3.76 -0.78
H1 6.89 0.70 -1.05
H2 5.73 1.43 -2.00
H3 5.30 1.19 -0.29
H4 7.63 3.04 -1.29
H5 7.04 2.84 0.38
H6 5.11 3.65 -1.54
C3 3.46 -1.53 -1.92
C4 3.33 -2.73 -2.90
C5 3.46 -2.18 -4.31
O2 2.45 -1.28 -4.71
C6 1.18 -1.84 -4.85
N1 4.30 -3.79 -2.52
H7 2.57 -0.90 -1.94
H8 4.29 -0.86 -2.20
H9 3.53 -1.81 -0.87
H10 2.35 -3.19 -2.70
H11 3.50 -3.00 -5.09
H12 4.32 -1.55 -4.44
H13 0.59 -1.10 -5.36
H14 0.63 -2.05 -3.90
H15 1.21 -2.78 -5.45
H16 4.10 -4.71 -2.98
H17 5.26 -3.53 -2.67
C7 -1.90 1.67 3.30
C8 -1.65 2.87 2.36
C9 -1.95 4.16 3.02
O3 -3.18 4.02 3.69
C10 -3.48 5.24 4.34
N2 -0.29 2.92 1.81
H18 -1.20 1.59 4.11
H19 -1.66 0.78 2.65
H20 -2.93 1.71 3.66
H21 -2.39 2.69 1.56
H22 -1.92 4.89 2.26
H23 -1.11 4.42 3.74
H24 -2.74 5.48 5.14
H25 -4.42 5.04 4.94
H26 -3.56 6.08 3.63
H27 -0.32 3.64 1.13
H28 -0.15 2.05 1.26
C11 -2.08 6.95 -2.84
C12 -1.38 6.03 -1.88
C13 -1.76 6.18 -0.43
O4 -0.96 5.33 0.35
C14 0.24 6.03 0.67
N3 -1.73 4.62 -2.24
H29 -3.15 6.93 -3.01
H30 -1.73 6.93 -3.88
H31 -1.95 8.01 -2.53
H32 -0.26 6.19 -1.96
H33 -2.86 6.03 -0.28
H34 -1.58 7.25 -0.19
H35 0.44 6.80 -0.04
H36 1.14 5.40 0.64
H37 0.03 6.44 1.65
H38 -1.51 3.93 -1.59
H39 -1.30 4.24 -3.11
C15 -3.15 1.71 -4.27
C16 -4.57 2.28 -4.09
C17 -4.92 2.64 -2.65
O5 -4.59 1.62 -1.75
C18 -4.65 2.00 -0.37
N4 -5.05 3.50 -4.79
H40 -2.80 1.65 -5.31
H41 -3.21 0.69 -3.87
H42 -2.39 2.23 -3.69
H43 -5.30 1.50 -4.32
H44 -6.00 2.79 -2.64
H45 -4.34 3.61 -2.46
H46 -5.64 1.75 0.08
H47 -4.50 3.07 -0.23
H48 -3.87 1.46 0.24
H49 -4.33 4.24 -4.69
H50 -4.95 3.35 -5.77
C19 1.83 3.48 -1.67
C20 1.63 2.68 -2.93
C21 2.99 2.11 -3.38
O6 3.94 3.14 -3.43
C22 4.84 3.03 -4.50
N5 0.66 1.64 -2.72
H51 2.26 2.99 -0.85
H52 0.86 3.95 -1.35
H53 2.52 4.32 -1.77
H54 1.26 3.38 -3.67
H55 2.93 1.56 -4.40
H56 3.35 1.38 -2.64
H57 5.41 2.08 -4.52
H58 5.57 3.89 -4.40
H59 4.33 3.03 -5.42
H60 1.09 1.04 -1.99
H61 0.65 1.11 -3.59
C23 6.11 -1.73 0.82
C24 6.10 -3.08 1.49
C25 4.63 -3.45 1.83
O7 3.87 -2.45 2.37
C26 2.93 -2.81 3.33
N6 6.61 -4.14 0.61
H62 5.63 -1.03 1.50
H63 5.55 -1.82 -0.12
H64 7.07 -1.25 0.58
H65 6.66 -3.07 2.38
H66 4.69 -4.37 2.39
H67 4.21 -3.64 0.81
H68 2.51 -3.77 3.14
H69 2.24 -1.98 3.44
H70 3.36 -2.83 4.33
H71 6.19 -3.95 -0.29
H72 7.58 -4.05 0.67
C27 -0.60 -1.37 -1.59
C28 -0.70 -0.91 -0.17
C29 0.66 -0.68 0.52
O8 1.35 0.33 -0.19
C30 2.54 0.72 0.63
N7 -1.47 0.34 -0.18
H73 -0.15 -2.35 -1.63
H74 0.05 -0.71 -2.19
H75 -1.60 -1.34 -2.10
H76 -1.22 -1.69 0.40
H77 1.34 -1.59 0.60
H78 0.50 -0.31 1.54
H79 2.30 1.14 1.66
H80 3.09 1.49 0.06
H81 3.16 -0.16 0.73
H82 -2.42 0.17 -0.60
H83 -0.96 0.98 -0.81
C31 -5.92 -4.64 -3.61
C32 -5.69 -3.24 -3.03
C33 -6.74 -2.29 -3.50
C34 -6.61 -0.95 -2.81
C35 -6.78 -1.16 -1.29
C36 -5.82 -2.19 -0.69
N8 -5.74 -3.35 -1.55
O9 -4.63 -4.21 -1.14
C37 -4.42 -1.44 -0.58
C38 -6.20 -2.61 0.75
C39 -4.33 -2.84 -3.60
H84 -6.93 -4.80 -3.45
H85 -5.33 -5.42 -3.15
H86 -5.77 -4.65 -4.67
H87 -6.79 -2.33 -4.57
H88 -7.76 -2.61 -3.24
H89 -7.42 -0.24 -3.21
H90 -5.68 -0.42 -2.99
H91 -7.80 -1.60 -1.11
H92 -6.71 -0.20 -0.74
H93 -3.58 -2.15 -0.60
H94 -4.22 -0.78 -1.38
H95 -4.27 -0.96 0.36
H96 -5.46 -3.33 1.22
H97 -6.28 -1.74 1.38
H98 -7.19 -3.08 0.86
H99 -3.57 -3.41 -3.09
H100 -4.18 -1.76 -3.49
H101 -4.18 -3.08 -4.69
H102 -4.99 -5.09 -0.98
C40 0.28 -6.81 0.19
C41 -1.04 -6.16 0.69
C42 -1.99 -7.29 0.97
C43 -3.27 -6.85 1.71
C44 -2.86 -6.13 3.06
C45 -1.97 -4.92 2.82
N9 -0.89 -5.40 1.90
O10 -0.08 -4.21 1.60
C46 -2.73 -3.73 2.33
C47 -1.18 -4.67 4.08
C48 -1.68 -5.30 -0.42
H103 0.76 -7.36 0.98
H104 0.93 -5.99 -0.19
H105 0.05 -7.41 -0.70
H106 -2.32 -7.77 0.02
H107 -1.62 -8.13 1.57
H108 -3.82 -7.79 1.83
H109 -3.73 -6.10 1.10
H110 -2.38 -6.93 3.62
H111 -3.76 -5.81 3.54
H112 -3.19 -3.23 3.20
H113 -2.20 -3.09 1.64
H114 -3.59 -4.09 1.75
H115 -0.41 -3.90 3.89
H116 -1.83 -4.31 4.87
H117 -0.75 -5.63 4.38
H118 -1.16 -4.35 -0.70
H119 -2.65 -4.86 -0.15
H120 -1.88 -5.88 -1.37
H121 0.73 -4.45 2.14
C49 4.46 4.32 4.12
C50 3.84 3.28 3.15
C51 4.93 2.25 2.80
C52 5.33 1.31 3.90
C53 4.03 0.60 4.41
C54 2.92 1.61 4.85
N10 2.69 2.53 3.73
O11 1.61 3.40 4.02
C55 1.64 0.72 4.93
C56 3.26 2.22 6.21
C57 3.28 3.99 1.93
H122 3.70 4.86 4.69
H123 5.17 5.01 3.64
H124 5.12 3.83 4.84
H125 4.53 1.62 1.97
H126 5.81 2.79 2.42
H127 5.81 1.85 4.72
H128 6.03 0.55 3.53
H129 4.18 -0.16 5.19
H130 3.58 0.16 3.54
H131 1.82 0.03 5.75
H132 0.74 1.25 5.14
H133 1.51 0.26 3.96
H134 2.53 2.96 6.53
H135 3.21 1.44 7.01
H136 4.19 2.67 6.24
H137 2.72 4.94 2.17
H138 2.46 3.39 1.47
H139 3.96 4.16 1.11
H140 1.03 3.20 3.26

Results of the Löwdin charge analysis, in e, for atoms 1 through 99: atom 1 (C): -0.08, atom 2 (C): -0.27, atom 3 (O): -0.09, atom 4 (H): 0.05, atom 5 (H): 0.04, atom 6 (H): 0.07, atom 7 (H): 0.12, atom 8 (H): 0.11, atom 9 (H): 0.02, atom 10 (C): -0.05, atom 11 (C): -0.39, atom 12 (C): -0.21, atom 13 (O): -0.20, atom 14 (C): -0.12, atom 15 (N): 0.04, atom 16 (H): 0.06, atom 17 (H): 0.08, atom 18 (H): 0.05, atom 19 (H): 0.13, atom 20 (H): 0.14, atom 21 (H): 0.11, atom 22 (H): 0.08, atom 23 (H): 0.07, atom 24 (H): 0.10, atom 25 (H): 0.09, atom 26 (H): 0.06, atom 27 (C): -0.03, atom 28 (C): -0.42, atom 29 (C): -0.23, atom 30 (O): -0.18, atom 31 (C): -0.13, atom 32 (N): 0.10, atom 33 (H): 0.05, atom 34 (H): 0.08, atom 35 (H): 0.08, atom 36 (H): 0.13, atom 37 (H): 0.09, atom 38 (H): 0.15, atom 39 (H): 0.09, atom 40 (H): 0.10, atom 41 (H): 0.09, atom 42 (H): 0.03, atom 43 (H): 0.07, atom 44 (C): -0.08, atom 45 (C): -0.42, atom 46 (C): -0.23, atom 47 (O): -0.24, atom 48 (C): -0.07, atom 49 (N): 0.06, atom 50 (H): 0.07, atom 51 (H): 0.08, atom 52 (H): 0.08, atom 53 (H): 0.14, atom 54 (H): 0.15, atom 55 (H): 0.13, atom 56 (H): 0.08, atom 57 (H): 0.08, atom 58 (H): 0.10, atom 59 (H): 0.03, atom 60 (H): 0.08, atom 61 (C): -0.04, atom 62 (C): -0.42, atom 63 (C): -0.24, atom 64 (O): -0.22, atom 65 (C): -0.10, atom 66 (N): 0.04, atom 67 (H): 0.08, atom 68 (H): 0.06, atom 69 (H): 0.05, atom 70 (H): 0.12, atom 71 (H): 0.13, atom 72 (H): 0.13, atom 73 (H): 0.09, atom 74 (H): 0.08, atom 75 (H): 0.07, atom 76 (H): 0.08, atom 77 (H): 0.05, atom 78 (C): -0.04, atom 79 (C): -0.43, atom 80 (C): -0.19, atom 81 (O): -0.22, atom 82 (C): -0.11, atom 83 (N): 0.07, atom 84 (H): 0.03, atom 85 (H): 0.08, atom 86 (H): 0.09, atom 87 (H): 0.13, atom 88 (H): 0.15, atom 89 (H): 0.11, atom 90 (H): 0.09, atom 91 (H): 0.12, atom 92 (H): 0.07, atom 93 (H): 0.04, atom 94 (H): 0.08, atom 95 (C): -0.07, atom 96 (C): -0.41, atom 97 (C): -0.21, atom 98 (O): -0.19, atom 99 (C): -0.10

- LUMO of number 1 (C57H125N5O11)?
  0.108 eV

- Number 2 is which compound?
  C57H140N10O11

- Which of these has the highest HOMO-LUMO gap?
  C57H140N10O11

- Which of these has the highest largest force on an atom?
  C57H125N5O11